Record 1
113
Properties=species:S:1:pos:R:3:forces:R:3 method="wB97M-V/def2-TZVPD" spin_multiplicity=1 homo_ev=-8.326
C -4.19583 2.62334 -3.93468 0.56 -0.21 -0.11
B -2.66693 2.57173 -4.30384 -0.19 0.08 -0.12
O -2.17443 3.54021 -5.14993 -0.34 0.47 0.78
C -1.70963 1.46169 -3.68210 0.01 0.31 -0.39
C -1.83031 1.17841 -2.32443 -0.15 0.06 -0.01
C -1.01351 0.26099 -1.69374 0.25 -0.33 0.16
C -0.04284 -0.42667 -2.40796 0.28 -0.19 -0.72
C 0.05581 -0.16571 -3.78295 -0.25 -0.02 0.09
Cl 1.24966 -1.08116 -4.66006 0.07 -0.06 0.15
C -0.75812 0.76199 -4.45064 1.00 -0.35 0.28
P -0.63824 1.04304 -6.30353 -1.24 0.52 -0.34
N -1.02411 -0.54337 -6.90302 0.58 0.17 0.43
O 0.96996 1.17239 -6.65983 -0.11 -0.25 0.31
N 0.83742 -1.38036 -1.83039 -0.21 0.69 0.87
C 2.16995 -0.80502 -1.45806 -0.51 -0.22 -0.43
C 2.48642 -0.73205 0.01855 0.77 0.60 0.14
O 2.98454 -1.95856 0.58325 -0.94 -0.36 -0.27
C 4.14351 -2.37916 0.09295 0.37 -0.38 0.33
O 4.96854 -1.69934 -0.42918 0.47 0.67 -0.63
C 0.23893 -2.21104 -0.83936 0.22 -0.85 -0.18
C 0.60902 -3.55592 -0.81201 -0.26 0.20 0.13
C 0.04373 -4.42326 0.11051 0.14 0.21 -0.18
C -0.91033 -3.96110 1.00883 0.05 0.07 0.10
C -1.28613 -2.62528 1.00936 0.24 -0.42 -0.34
C -0.70390 -1.77316 0.07713 -0.20 0.58 -0.14
S -1.18607 -0.06772 0.03054 -0.28 0.06 -0.16
H -4.64685 3.55733 -4.24455 -0.17 0.08 -0.17
H -4.29725 2.53344 -2.85273 -0.16 -0.13 0.08
H -4.70707 1.77461 -4.38903 -0.23 -0.05 0.04
H -1.40403 3.97969 -4.77910 0.46 -0.26 -0.47
H -2.57358 1.69389 -1.73574 -0.13 0.03 0.09
H -1.49983 -1.07241 -6.17402 0.08 -0.15 -0.05
H -0.17694 -1.08213 -7.07686 -0.08 0.03 -0.18
H 1.44330 1.58491 -5.92871 0.19 -0.07 -0.07
H 2.17966 0.22126 -1.81668 0.01 0.14 -0.10
H 2.93429 -1.32812 -2.02518 0.22 -0.10 0.14
H 3.25406 0.02835 0.14342 0.16 0.05 -0.01
H 1.64940 -0.39863 0.61409 -0.27 -0.28 0.18
H 4.30105 -3.45085 0.22597 -0.28 -0.22 0.36
H 1.32779 -3.90124 -1.53752 0.09 -0.11 -0.11
H 0.33630 -5.46034 0.08361 0.00 -0.17 0.12
H -1.36678 -4.65496 1.69737 -0.07 -0.01 0.14
H -2.03236 -2.26216 1.69493 -0.12 0.12 0.09
O -0.00570 -6.46462 -2.43987 -0.08 0.11 0.11
C -0.91414 -6.72767 -3.20536 0.17 -0.27 -0.22
C -0.82144 -7.73232 -4.25021 0.09 0.05 0.10
C -1.86560 -7.94571 -5.06196 0.28 -0.15 0.00
O -1.85454 -8.84379 -6.03832 -0.14 0.08 0.01
C -3.14778 -7.17064 -4.92838 -0.13 0.23 0.30
O -4.03982 -7.41226 -5.72156 0.08 -0.15 -0.14
C -3.25034 -6.18497 -3.87092 -0.14 -0.10 -0.11
C -2.20793 -5.96828 -3.05594 -0.21 0.20 0.01
O -2.24374 -5.07486 -2.08051 0.13 -0.12 0.00
H 0.10479 -8.28183 -4.33996 0.00 -0.01 -0.02
H -2.73000 -8.78702 -6.46768 -0.03 0.01 -0.02
H -4.18133 -5.64436 -3.77355 0.02 0.00 0.06
H -1.37562 -5.08662 -1.62917 0.02 0.07 -0.01
O 1.10847 0.92485 2.81572 -0.14 -0.05 -0.11
C 0.65740 0.86650 3.94614 0.29 0.12 0.25
C 1.40846 1.21810 5.13574 0.08 -0.10 -0.15
C 0.83399 1.10698 6.34080 0.25 0.10 -0.07
O 1.46069 1.40847 7.47155 -0.13 -0.09 0.01
C -0.57977 0.62158 6.50708 -0.33 -0.11 -0.22
O -1.01931 0.53186 7.63793 0.14 0.07 0.11
C -1.34012 0.28927 5.31325 -0.04 0.00 0.16
C -0.76673 0.40489 4.10815 -0.30 -0.13 0.04
O -1.39495 0.12271 2.97165 0.29 0.10 0.18
H 2.42249 1.56448 5.00552 -0.06 -0.01 0.02
H 0.82185 1.23642 8.18958 -0.02 0.00 0.03
H -2.36019 -0.04408 5.44164 0.00 -0.01 -0.02
H -0.74919 0.30414 2.25366 -0.05 0.08 0.11
O 2.13008 8.09544 2.34487 -0.18 0.03 0.07
C 2.48141 7.04967 2.85653 0.40 -0.03 -0.13
C 3.80079 6.46541 2.68580 -0.07 0.15 -0.06
C 4.09028 5.29934 3.27768 0.21 0.14 -0.17
O 5.27251 4.70529 3.16982 -0.13 -0.07 0.10
C 3.08230 4.56668 4.11926 -0.49 0.11 0.15
O 3.41952 3.50278 4.60862 0.42 -0.02 -0.13
C 1.77393 5.15725 4.31011 0.04 -0.18 0.06
C 1.48411 6.32527 3.72069 -0.19 -0.15 0.17
O 0.31114 6.92997 3.84791 0.11 0.07 -0.10
H 4.51514 7.00068 2.07668 0.02 -0.02 0.00
H 5.21410 3.88009 3.68817 0.01 -0.03 0.01
H 1.06789 4.62814 4.93455 0.00 0.03 0.02
H 0.37019 7.74988 3.32036 0.00 0.03 -0.02
O 7.14944 5.51024 10.30339 -0.06 0.15 0.13
C 6.18926 5.20753 9.61982 0.15 -0.35 -0.24
C 6.18678 4.11999 8.65848 0.13 0.07 0.12
C 5.08293 3.87283 7.93878 0.28 -0.21 -0.05
O 5.00464 2.90269 7.03895 -0.14 0.13 0.07
C 3.83235 4.69521 8.09563 -0.11 0.26 0.24
O 2.88479 4.40533 7.39125 -0.08 -0.01 -0.06
C 3.82779 5.77155 9.07077 -0.13 -0.05 -0.12
C 4.93082 6.01582 9.79076 -0.26 0.15 0.02
O 5.00524 6.97805 10.70123 0.12 -0.08 -0.03
H 7.09124 3.53796 8.55298 -0.01 -0.01 -0.02
H 4.10561 2.95217 6.65281 0.00 0.01 -0.07
H 2.91960 6.34624 9.18539 0.01 0.02 0.01
H 5.91046 6.93478 11.06568 0.04 0.00 0.01
O -2.83934 -2.71464 -6.23238 -0.22 0.18 0.04
C -4.04136 -2.83337 -6.39882 -0.07 -0.39 0.13
C -4.73536 -4.10086 -6.24857 0.19 0.09 -0.02
C -6.06092 -4.16428 -6.43329 0.17 -0.28 0.09
O -6.75886 -5.28388 -6.30476 -0.10 0.12 -0.03
C -6.86971 -2.95236 -6.80207 0.03 0.41 -0.07
O -8.06639 -3.10120 -6.96601 -0.05 -0.18 0.04
C -6.18213 -1.68361 -6.94585 -0.17 -0.06 0.03
C -4.85504 -1.61327 -6.76545 -0.10 0.19 -0.16
O -4.18696 -0.47598 -6.91455 0.05 -0.23 0.18
H -4.14821 -4.96787 -5.98142 -0.09 0.07 -0.13
H -7.68704 -5.04622 -6.49463 -0.03 0.02 -0.02
H -6.77424 -0.81877 -7.20937 0.04 0.02 -0.02
H -3.23695 -0.66874 -6.80951 0.15 0.07 -0.27



Record 2
22
Properties=species:S:1:pos:R:3:forces:R:3 method="wB97M-V/def2-TZVPD" spin_multiplicity=1 homo_ev=-9.139
C 2.90504 -1.16180 -0.60192 0.02 -0.28 -0.05
C 1.67949 -0.41743 -0.14562 -0.62 0.76 -0.50
C 0.86663 0.23736 -0.98701 0.44 -0.65 -0.41
C -0.29557 1.14497 -0.69762 0.34 0.15 0.08
C -1.64996 0.44237 -0.88898 1.25 -2.69 0.76
C -2.59687 0.62493 0.24636 -0.39 -0.45 2.11
O -2.13737 -0.25400 1.46006 -0.84 1.49 -2.35
C 1.41208 -0.47404 1.32821 1.21 -0.34 0.93
O 2.28460 -0.30246 2.15431 -0.17 0.22 -0.65
O 0.24983 -0.99341 1.69355 -2.18 1.24 -0.05
H 3.80457 -0.76143 -0.11241 -0.32 -0.06 -0.08
H 2.84095 -2.22766 -0.33589 0.04 0.26 -0.04
H 3.02636 -1.07843 -1.68863 -0.04 -0.01 0.25
H 1.00562 0.02564 -2.05317 0.27 0.36 0.18
H -0.19697 1.55668 0.31773 -0.12 -0.01 -0.21
H -0.22992 1.97702 -1.41502 0.02 -0.02 0.42
H -2.14184 0.77899 -1.81142 0.16 -0.63 0.13
H -1.36275 -0.73241 -0.82099 -1.14 2.48 -0.91
H -2.63645 1.65927 0.62231 0.06 -0.28 -0.15
H -3.61333 0.31340 -0.02939 0.31 -0.11 0.29
H -2.55804 0.08534 2.25517 -0.04 0.10 0.05
H -0.65608 -0.44289 1.51035 1.76 -1.54 0.21



Record 3
8
Properties=species:S:1:pos:R:3:forces:R:3 method="wB97M-V/def2-TZVPD" spin_multiplicity=1 homo_ev="-10.576 / -9.542"
C -0.75763 -0.64100 0.05857 -1.09 3.89 -0.58
O 0.62402 1.28332 -1.18833 -0.51 -0.19 1.04
O -0.10497 1.95650 1.10735 -0.31 -0.21 0.51
S 0.28851 0.94344 0.18346 1.43 -1.43 -1.57
Br 2.61758 -1.22486 0.08855 -0.46 0.66 0.27
H -0.09251 -1.19638 -0.49379 1.62 -1.97 -0.44
H -1.36731 -0.18021 -0.74983 -0.76 -0.64 0.88
H -1.20769 -0.94081 0.99401 0.07 -0.11 -0.12



The records above yield total energy values of -4915.0366, -499.5987, -3162.4735 Eh, respectively.